1.
Molecular formula: C22H24Cl2N4
Method: DFT, ωB97M-V/def2-TZVPD

Summary:
Energy above the lowest of the compared OMol25 structures with the same formula, charge and spin ... 1446.1 kJ/mol
Frontier orbital gap ... 7.386 eV
DFT total energy ... -54192.8227 eV

Element x y z (Å)
Cl (-19.186, -11.173, 9.865)
C (-18.967, -10.465, 11.515)
C (-20.237, -10.219, 12.267)
Cl (-21.261, -8.775, 11.862)
H (-18.459, -9.513, 11.361)
H (-18.295, -11.056, 12.138)
H (-19.869, -10.041, 13.278)
H (-20.877, -11.102, 12.252)
N (-15.845, -12.633, 14.054)
C (-15.702, -13.972, 13.915)
C (-15.875, -14.651, 12.727)
C (-16.189, -13.927, 11.601)
C (-16.287, -12.497, 11.685)
C (-16.180, -11.956, 12.960)
H (-15.513, -14.546, 14.810)
H (-15.903, -15.729, 12.678)
H (-16.263, -14.411, 10.639)
H (-16.479, -11.843, 10.847)
H (-16.419, -10.917, 13.135)
N (-15.306, -7.939, 10.404)
C (-15.376, -8.814, 9.416)
C (-16.242, -9.900, 9.483)
C (-17.003, -10.100, 10.657)
C (-16.778, -9.326, 11.774)
C (-15.968, -8.264, 11.563)
H (-14.735, -8.691, 8.555)
H (-16.407, -10.547, 8.634)
H (-17.680, -10.938, 10.734)
H (-17.337, -9.519, 12.678)
H (-15.907, -7.507, 12.330)
N (-13.183, -5.554, 6.568)
C (-13.869, -6.700, 6.822)
C (-13.693, -7.409, 8.003)
C (-12.685, -7.098, 8.858)
C (-11.899, -5.959, 8.583)
C (-12.208, -5.198, 7.440)
H (-14.627, -6.811, 6.062)
H (-14.376, -8.179, 8.327)
H (-12.449, -7.632, 9.767)
H (-10.982, -5.725, 9.104)
H (-11.503, -4.401, 7.253)
N (-15.565, -8.705, 7.574)
C (-16.788, -8.272, 7.081)
C (-17.270, -8.868, 5.925)
C (-16.598, -10.009, 5.397)
C (-15.332, -10.300, 5.839)
C (-14.855, -9.630, 6.929)
H (-17.304, -7.427, 7.513)
H (-18.159, -8.518, 5.421)
H (-16.972, -10.635, 4.600)
H (-14.835, -11.158, 5.412)
H (-13.954, -10.013, 7.383)


2.
Molecular formula: C6H4F3I
Method: DFT, ωB97M-V/def2-TZVPD

Summary:
Energy above the lowest of the compared OMol25 structures with the same formula, charge and spin ... 79.1 kJ/mol
Frontier orbital gap (spin up / spin down) ... 8.727 / 8.044 eV
DFT total energy ... -22533.7590 eV

Element x y z (Å)
C (0.967, -0.208, -1.172)
C (0.559, 1.035, -0.747)
C (0.576, -1.510, -0.639)
C (-0.241, -1.790, 0.331)
C (-0.123, 1.263, 0.528)
C (-1.262, 0.521, 0.919)
F (1.369, -2.496, -1.197)
F (-0.630, -2.836, 1.016)
F (0.822, 0.995, 1.562)
I (-2.924, 0.765, -0.230)
H (1.605, -0.136, -1.953)
H (1.045, 1.788, -1.154)
H (-0.385, 2.278, 0.659)
H (-1.378, 0.332, 2.077)


3.
Molecular formula: C6H8O2Si
Method: DFT, ωB97M-V/def2-TZVPD

Summary:
Energy above the lowest of the compared OMol25 structures with the same formula, charge and spin ... 567.3 kJ/mol
Frontier orbital gap ... 8.682 eV
DFT total energy ... -18318.6922 eV

Element x y z (Å)
C (-0.546, -2.138, 2.327)
C (-3.227, 1.119, -0.047)
C (0.136, -1.386, 1.728)
C (-2.079, 0.782, -0.158)
C (2.010, 2.319, 0.193)
C (0.187, -1.679, -1.758)
O (1.590, 1.050, 0.818)
O (0.964, -0.698, -1.033)
Si (0.660, -0.187, 0.416)
H (-1.121, -2.624, 3.060)
H (-4.290, 1.471, -0.079)
H (3.075, 2.540, 0.473)
H (1.203, 2.977, 0.550)
H (1.764, 2.205, -0.934)
H (-0.800, -1.668, -1.137)
H (0.465, -2.704, -1.559)
H (0.008, -1.377, -2.857)


4.
Molecular formula: C57H54BFNO9
Method: DFT, ωB97M-V/def2-TZVPD

Summary:
Frontier orbital gap ... 5.687 eV
Total charge ... -1
DFT total energy ... -83299.8743 eV

Element x y z (Å)
C (-4.599, -1.816, -0.454)
C (-3.210, -1.163, -0.335)
B (-1.984, -1.964, -1.154)
C (-2.199, -1.593, -2.753)
C (-1.356, -2.339, -3.758)
F (0.010, -2.296, -3.466)
C (-0.558, -1.373, -0.544)
C (-0.370, 0.146, -0.719)
C (0.782, 0.474, -1.672)
C (1.072, 1.962, -1.737)
N (2.137, 2.241, -2.755)
C (1.580, 2.670, -4.037)
C (3.039, 3.232, -2.224)
C (4.449, 2.758, -2.036)
O (2.684, 4.356, -1.913)
C (-2.153, -3.576, -0.857)
C (-0.914, -4.447, -1.101)
C (0.076, -4.458, 0.088)
C (0.784, -5.770, 0.137)
O (0.594, -6.667, 0.953)
O (1.739, -5.927, -0.869)
H (-4.719, -2.315, -1.415)
H (-5.393, -1.075, -0.351)
H (-4.762, -2.579, 0.306)
H (-3.313, -0.158, -0.754)
H (-2.947, -1.051, 0.719)
H (-3.238, -1.817, -3.013)
H (-2.069, -0.521, -2.930)
H (-1.660, -3.384, -3.837)
H (-1.464, -1.912, -4.761)
H (0.318, -1.892, -0.933)
H (-0.594, -1.574, 0.532)
H (-1.266, 0.607, -1.132)
H (-0.180, 0.617, 0.247)
H (1.673, -0.077, -1.385)
H (0.463, 0.172, -2.667)
H (0.150, 2.464, -2.033)
H (1.373, 2.353, -0.769)
H (0.549, 2.350, -4.138)
H (2.136, 2.226, -4.861)
H (1.603, 3.754, -4.157)
H (4.626, 1.864, -2.623)
H (4.622, 2.496, -0.995)
H (5.156, 3.525, -2.332)
H (-2.976, -4.000, -1.437)
H (-2.429, -3.710, 0.193)
H (-1.235, -5.484, -1.269)
H (-0.364, -4.149, -1.993)
H (-0.392, -4.221, 1.035)
H (0.827, -3.694, -0.099)
H (1.270, -5.951, -1.707)
C (-7.158, 2.908, -2.354)
C (-8.527, 2.954, -2.598)
C (-9.069, 2.249, -3.659)
C (-8.242, 1.500, -4.487)
C (-6.866, 1.471, -4.253)
C (-6.328, 2.169, -3.180)
C (-5.952, 0.703, -5.144)
O (-4.759, 0.682, -4.943)
C (-6.551, -0.034, -6.294)
C (-5.715, -0.731, -7.156)
C (-6.254, -1.430, -8.223)
C (-7.629, -1.440, -8.429)
C (-8.466, -0.744, -7.574)
C (-7.931, -0.035, -6.506)
C (-8.845, 0.726, -5.608)
O (-10.046, 0.713, -5.786)
H (-6.739, 3.449, -1.516)
H (-9.172, 3.537, -1.955)
H (-10.133, 2.271, -3.849)
H (-5.264, 2.125, -2.995)
H (-4.648, -0.724, -6.984)
H (-5.601, -1.972, -8.894)
H (-8.048, -1.993, -9.260)
H (-9.536, -0.746, -7.728)
C (5.106, -5.160, 1.421)
C (3.830, -5.625, 1.717)
C (3.260, -5.353, 2.950)
C (3.969, -4.620, 3.894)
C (5.260, -4.167, 3.601)
C (5.821, -4.435, 2.360)
C (6.054, -3.409, 4.604)
O (7.172, -3.008, 4.354)
C (5.439, -3.156, 5.940)
C (6.176, -2.488, 6.909)
C (5.617, -2.234, 8.149)
C (4.316, -2.642, 8.426)
C (3.579, -3.311, 7.465)
C (4.139, -3.576, 6.221)
C (3.335, -4.322, 5.207)
O (2.202, -4.673, 5.458)
H (5.542, -5.364, 0.453)
H (3.283, -6.198, 0.985)
H (2.263, -5.705, 3.179)
H (6.814, -4.072, 2.135)
H (7.185, -2.171, 6.684)
H (6.194, -1.716, 8.904)
H (3.878, -2.437, 9.394)
H (2.568, -3.634, 7.671)
C (4.861, 4.623, 7.073)
C (5.246, 3.509, 6.334)
C (4.860, 3.386, 5.011)
C (4.079, 4.372, 4.422)
C (3.680, 5.483, 5.168)
C (4.080, 5.607, 6.492)
C (2.812, 6.538, 4.569)
O (2.477, 7.508, 5.219)
C (2.369, 6.361, 3.160)
C (1.520, 7.301, 2.592)
C (1.106, 7.154, 1.279)
C (1.542, 6.072, 0.521)
C (2.386, 5.130, 1.084)
C (2.798, 5.267, 2.402)
C (3.686, 4.228, 2.991)
O (4.084, 3.291, 2.331)
H (5.169, 4.720, 8.106)
H (5.848, 2.735, 6.793)
H (5.157, 2.525, 4.428)
H (3.773, 6.473, 7.061)
H (1.185, 8.142, 3.183)
H (0.439, 7.885, 0.840)
H (1.226, 5.957, -0.507)
H (2.725, 4.289, 0.501)


5.
Molecular formula: C20H32ClN4O3S3
Method: DFT, ωB97M-V/def2-TZVPD

Summary:
Frontier orbital gap ... 7.728 eV
Total charge ... +1
DFT total energy ... -78371.4282 eV

Element x y z (Å)
C (-2.022, 2.885, -4.235)
C (-0.541, 2.329, -4.627)
S (0.445, 2.267, -3.017)
C (-0.324, 0.866, -2.051)
C (0.412, 0.547, -0.662)
C (1.243, 1.746, 0.069)
C (0.309, 2.922, 0.636)
C (-0.537, 2.564, 1.956)
S (0.370, 1.551, 3.223)
C (-0.497, -0.390, 0.337)
O (-1.354, -1.091, -0.667)
C (-2.715, -0.745, -0.401)
N (-3.827, -0.304, -0.600)
C (0.457, -1.459, 1.139)
C (-0.566, -2.688, 1.344)
C (-0.189, -3.696, 2.536)
C (-0.958, -5.099, 2.200)
Cl (1.595, -4.078, 2.689)
N (1.591, -1.582, 0.171)
C (2.991, -1.771, 0.688)
C (3.860, -2.962, 0.112)
C (5.294, -2.970, 0.741)
C (5.829, -1.964, 1.784)
N (4.989, -0.937, 2.294)
C (3.679, -0.892, 1.754)
C (1.528, -0.608, -1.014)
S (3.128, -0.080, -1.787)
H (-2.733, 1.992, -4.079)
H (-2.015, 3.449, -3.224)
H (-2.415, 3.577, -5.054)
H (-0.647, 1.259, -5.033)
H (-0.007, 2.994, -5.392)
H (-1.422, 1.184, -1.854)
H (-0.361, -0.036, -2.778)
H (1.982, 2.250, -0.668)
H (1.896, 1.227, 0.852)
H (0.990, 3.830, 0.836)
H (-0.452, 3.270, -0.164)
H (-0.783, 3.575, 2.467)
H (-1.575, 2.126, 1.679)
H (-0.500, 0.562, 3.717)
H (-1.288, 0.124, 0.977)
H (0.714, -1.155, 2.226)
H (-0.567, -3.305, 0.360)
H (-1.651, -2.337, 1.549)
H (-0.674, -3.305, 3.493)
H (-1.347, -5.613, 3.157)
H (-1.835, -4.957, 1.476)
H (-0.246, -5.854, 1.688)
H (1.415, -2.508, -0.267)
H (3.484, -3.709, -0.660)
H (6.013, -3.799, 0.393)
H (6.911, -2.071, 2.133)
H (3.007, -0.052, 2.184)
H (1.084, -1.294, -1.827)
H (3.928, -1.189, -2.044)
C (-5.110, 3.064, -0.417)
N (-4.887, 4.353, 0.288)
O (-3.774, 4.853, 0.205)
O (-5.833, 4.817, 0.899)
H (-4.187, 2.772, -0.916)
H (-5.395, 2.325, 0.331)
H (-5.907, 3.220, -1.144)


6.
Molecular formula: C29H25ClOsPSe
Method: DFT, ωB97M-V/def2-TZVPD

Summary:
Energy above the lowest of the compared OMol25 structures with the same formula, charge and spin ... 6.7 kJ/mol
Frontier orbital gap (spin up / spin down) ... 6.376 / 5.903 eV
Total charge ... +1
⟨S²⟩ ... 6.020
DFT total energy ... -120093.8196 eV
2S+1 ... 5

Element x y z (Å)
C (-0.877, -1.423, 0.721)
C (-0.961, -1.961, -0.589)
C (0.367, -2.130, -1.077)
H (-1.856, -2.275, -1.116)
C (1.268, -1.644, -0.097)
C (0.503, -1.203, 1.017)
H (0.889, -0.785, 1.933)
H (-1.728, -1.239, 1.356)
H (0.636, -2.587, -2.021)
H (2.350, -1.631, -0.142)
Os (-0.029, -0.136, -0.703)
Cl (1.992, 1.300, -1.096)
P (-0.103, 0.325, -3.066)
C (1.040, -0.828, -3.989)
C (0.654, -1.434, -5.197)
H (-0.379, -1.434, -5.535)
C (1.602, -2.018, -6.042)
H (1.266, -2.464, -6.974)
C (2.948, -2.049, -5.680)
H (3.679, -2.537, -6.331)
C (3.336, -1.488, -4.456)
H (4.382, -1.521, -4.165)
C (2.393, -0.894, -3.613)
H (2.724, -0.420, -2.689)
C (-1.657, -0.113, -3.968)
C (-2.180, -1.418, -3.840)
H (-1.611, -2.196, -3.337)
C (-3.424, -1.743, -4.402)
H (-3.931, -2.668, -4.129)
C (-4.020, -0.848, -5.303)
H (-4.986, -1.098, -5.748)
C (-3.396, 0.370, -5.581)
H (-3.831, 1.043, -6.325)
C (-2.267, 0.777, -4.865)
H (-1.867, 1.788, -5.002)
C (0.324, 1.934, -3.847)
C (0.994, 1.996, -5.078)
H (1.458, 1.107, -5.500)
C (1.099, 3.209, -5.768)
H (1.582, 3.233, -6.750)
C (0.604, 4.383, -5.193)
H (0.690, 5.333, -5.733)
C (0.027, 4.346, -3.913)
H (-0.338, 5.280, -3.474)
C (-0.069, 3.135, -3.222)
H (-0.442, 3.116, -2.196)
Se (-0.784, 1.725, 0.592)
C (-1.024, 1.167, 2.500)
C (-2.286, 0.733, 2.936)
C (-2.498, 0.344, 4.266)
C (-1.440, 0.394, 5.190)
C (-0.186, 0.868, 4.779)
C (0.025, 1.237, 3.437)
H (-3.095, 0.669, 2.209)
H (-3.473, -0.033, 4.575)
H (-1.601, 0.077, 6.223)
H (0.641, 0.906, 5.483)
H (1.016, 1.548, 3.100)


Q: The lowest DFT total energy belongs to which entry?
A: C29H25ClOsPSe